[1]
7 unconnected molecules or ions with the total composition C22H44O24S3, computed with the ωB97M-V functional and the def2-TZVPD basis.

Structure (XYZ):
```
93
C22H44O24S3 (the ωB97M-V functional and the def2-TZVPD basis)
O -8.968 -1.672 2.753
S -7.650 -1.162 2.425
O -6.660 -1.160 3.484
O -7.065 -1.856 1.009
C -7.875 -1.431 -0.064
C -8.193 0.041 0.289
O -7.783 0.272 1.635
H -7.278 -1.738 -0.924
H -8.810 -1.990 -0.051
H -9.276 0.153 0.227
H -7.880 0.816 -0.410
O 2.863 -4.579 0.691
S 2.449 -3.443 1.555
O 1.907 -2.250 0.844
O 1.487 -3.973 2.748
C 2.181 -4.630 3.732
C 3.439 -3.677 3.954
O 3.612 -3.032 2.705
H 1.521 -4.762 4.589
H 2.370 -5.685 3.533
H 4.290 -4.308 4.206
H 3.153 -2.978 4.740
O -4.039 4.108 1.982
S -2.854 4.119 2.892
O -2.077 2.893 2.980
O -1.970 5.474 2.825
C -1.634 6.034 4.109
C -2.347 5.270 5.152
O -3.342 4.651 4.400
H -0.549 5.961 4.181
H -1.923 7.078 3.989
H -2.636 5.777 6.073
H -1.687 4.468 5.484
C 1.439 -3.822 -2.879
C 0.026 -4.363 -2.627
O -0.380 -4.158 -1.226
C -0.251 -5.168 -0.427
O 0.345 -6.198 -0.687
O -0.903 -4.871 0.698
C -1.060 -5.852 1.649
H 2.116 -4.534 -3.352
H 1.946 -3.473 -1.979
H 1.227 -2.974 -3.529
H -0.038 -5.430 -2.840
H -0.647 -3.878 -3.334
H -1.838 -6.585 1.437
H -1.296 -5.358 2.592
H -0.165 -6.456 1.799
C -4.755 0.921 0.539
C -3.599 1.670 -0.131
O -2.758 0.635 -0.573
C -1.447 0.824 -0.925
O -0.976 1.951 -0.907
O -0.759 -0.350 -1.126
C 0.628 -0.266 -1.514
H -5.274 0.373 -0.248
H -5.481 1.598 0.989
H -4.433 0.237 1.325
H -3.151 2.299 0.639
H -4.012 2.276 -0.937
H 1.163 0.297 -0.749
H 0.777 0.182 -2.496
H 1.023 -1.277 -1.416
C 4.112 -0.185 -0.152
C 4.724 -1.560 -0.573
O 5.463 -2.184 0.464
C 6.213 -3.322 0.276
O 6.303 -3.986 -0.719
O 6.954 -3.490 1.413
C 8.037 -4.353 1.516
H 3.581 0.281 -0.983
H 4.861 0.546 0.154
H 3.353 -0.211 0.630
H 5.412 -1.330 -1.386
H 3.932 -2.246 -0.874
H 8.765 -4.126 2.295
H 8.604 -4.339 0.585
H 7.741 -5.401 1.541
C 2.981 8.422 -6.195
C 2.236 7.166 -6.042
O 2.329 6.659 -4.712
C 1.530 5.589 -4.384
O 0.709 5.032 -5.097
O 1.736 5.216 -3.095
C 0.874 4.330 -2.276
H 4.067 8.330 -6.186
H 2.744 9.023 -5.318
H 2.775 8.975 -7.112
H 2.613 6.455 -6.778
H 1.211 7.290 -6.392
H -0.185 4.536 -2.430
H 0.916 4.551 -1.209
H 1.166 3.297 -2.464
```

**Calculated total energy**: -105166.6460 eV
**ΔE to the lowest compared entry with this formula, charge and spin**: 3.093 eV
**HOMO-LUMO gap**: 0.39399 Eh
**Lowest unoccupied orbital energy**: 0.01439 Ha
**Spin multiplicity**: 1
**SMILES**: O=S1(=O)OCCO1.O=S1(=O)OCCO1.O=S1(=O)OCCO1.CCOC(=O)OC.CCOC(=O)OC.CCOC(=O)OC.CCOC(=O)OC


[2]
CH2INS in the gas phase, computed with the ωB97M-V functional and the def2-TZVPD basis.

Structure (XYZ):
```
6
CH2INS (the ωB97M-V functional and the def2-TZVPD basis)
C 0.284 0.074 -0.256
N -0.929 0.024 -0.526
S -1.819 -1.443 -3.645
I -2.485 -1.610 -1.486
H 1.030 -0.810 -0.258
H 0.529 1.054 0.168
```

**Calculated total energy**: -21491.6132 eV
**ΔE to the lowest compared entry with this formula, charge and spin**: 3.177 eV
**HOMO-LUMO gap (spin up / spin down)**: 0.27135 / 0.23408 Eh
**Lowest unoccupied orbital energy (spin up / spin down)**: -0.03748 / -0.06831 Ha
**Spin multiplicity**: 1


[3]
2 unconnected molecules or ions with the total composition C3H11NO2, computed with the ωB97M-V functional and the def2-TZVPD basis.

Structure (XYZ):
```
17
C3H11NO2 (the ωB97M-V functional and the def2-TZVPD basis)
C 1.588 -2.645 0.918
C 0.197 -2.809 0.387
O -0.725 -1.777 0.716
H 2.317 -3.115 0.234
H 1.823 -1.518 1.066
H 1.846 -3.133 1.897
H -0.239 -3.632 0.963
H 0.098 -3.138 -0.731
H -0.363 -0.845 0.433
N -0.469 3.473 0.168
C -0.543 2.995 -1.203
O -1.259 1.780 -1.062
H -1.447 3.710 0.535
H -0.149 2.767 0.824
H -1.166 3.736 -1.740
H 0.441 2.725 -1.715
H -1.949 1.425 -1.689
```

**Calculated total energy**: -8872.7778 eV
**ΔE to the lowest compared entry with this formula, charge and spin**: 1.712 eV
**HOMO-LUMO gap**: 0.38264 Eh
**Lowest unoccupied orbital energy**: 0.02829 Ha
**Spin multiplicity**: 1
**SMILES**: CCO.NCO


[4]
A molecular structure, C37H44N7Ti, computed with the ωB97M-V functional and the def2-TZVPD basis.

Structure (XYZ):
```
89
C37H44N7Ti (the ωB97M-V functional and the def2-TZVPD basis)
Ti 0.017 -0.022 1.229
C 1.429 0.175 4.124
N 0.034 -0.036 3.690
C -0.589 -1.282 4.181
C -0.989 -2.178 3.050
N -0.692 -1.948 1.785
C -1.121 -3.100 1.089
C -0.994 -3.449 -0.250
C -1.509 -4.670 -0.633
C -2.130 -5.532 0.286
C -2.242 -5.205 1.622
C -1.715 -3.974 1.989
N -1.614 -3.347 3.235
C 2.355 -0.367 3.080
N 1.939 -0.671 1.867
C 3.056 -1.213 1.206
C 3.166 -1.766 -0.066
C 4.399 -2.270 -0.423
C 5.495 -2.227 0.458
C 5.391 -1.690 1.725
C 4.140 -1.193 2.072
N 3.655 -0.632 3.260
H 1.598 1.247 4.247
H 1.635 -0.292 5.092
H -0.514 0.748 4.013
H 0.106 -1.825 4.827
H -1.460 -1.047 4.796
H -0.526 -2.791 -0.967
H -1.433 -4.974 -1.668
H -2.518 -6.481 -0.058
H -2.703 -5.873 2.336
H -1.916 -3.715 4.122
H 2.321 -1.799 -0.743
H 4.530 -2.712 -1.401
H 6.444 -2.632 0.136
H 6.233 -1.667 2.402
H 4.171 -0.485 4.113
C -4.736 -1.138 0.019
C -3.530 -1.041 -0.871
C -3.497 -1.635 -2.120
C -2.361 -1.566 -2.924
C -2.331 -2.235 -4.271
C -1.237 -0.899 -2.460
C -1.247 -0.255 -1.221
C -2.403 -0.332 -0.448
N -0.072 0.347 -0.631
C 0.668 1.471 -1.333
C 0.642 1.395 -2.862
C 1.413 2.575 -3.467
C 2.864 2.543 -2.981
C 2.889 2.650 -1.455
C 2.232 3.963 -1.026
C 0.784 3.996 -1.526
C 0.756 3.891 -3.050
C 0.039 2.807 -0.912
C 2.119 1.460 -0.864
H -5.539 -1.698 -0.457
H -5.128 -0.151 0.271
H -4.491 -1.646 0.956
H -4.367 -2.171 -2.481
H -3.264 -2.755 -4.482
H -1.521 -2.964 -4.328
H -2.166 -1.507 -5.066
H -0.338 -0.916 -3.057
H -2.473 0.179 0.509
H -0.385 1.392 -3.229
H 1.113 0.465 -3.194
H 1.385 2.476 -4.554
H 3.427 3.367 -3.425
H 3.349 1.616 -3.302
H 3.920 2.613 -1.095
H 2.791 4.810 -1.432
H 2.256 4.063 0.065
H 0.301 4.923 -1.205
H 1.286 4.734 -3.498
H -0.275 3.931 -3.414
H -1.023 2.809 -1.185
H 0.091 2.900 0.176
H 2.165 1.520 0.237
H 2.597 0.521 -1.147
C -2.956 4.499 0.712
C -2.832 3.761 2.049
C -1.936 2.602 1.925
N -1.233 1.700 1.828
H -3.628 5.343 0.842
H -3.361 3.844 -0.057
H -1.988 4.872 0.380
H -3.791 3.374 2.400
H -2.423 4.392 2.839
```

**<S²>**: 0.759
**Calculated total energy**: -72621.5092 eV
**Net charge**: +2
**HOMO-LUMO gap (spin up / spin down)**: 0.27915 / 0.28930 Eh
**Lowest unoccupied orbital energy (spin up / spin down)**: -0.19668 / -0.18821 Ha
**Spin multiplicity**: 2


Record order is preserved below.
Strongest force on any atom: 4.606 1.825 3.304 0.534 eV Å⁻¹